Entry 1:
Entry from OMol25: an isolated molecule of C5H9ClN2 at a distorted geometry (wB97M-V/def2-TZVPD).

```
17
Properties=species:S:1:pos:R:3:forces:R:3
C -1.5468 2.6198 -2.2374 -1.5608 -1.9299 -1.8227
N -0.7838 1.8693 -1.2050 -2.3427 1.3216 1.8559
C -1.2768 1.6534 -0.0064 -2.5724 1.1867 -4.3494
N -0.7618 0.6902 0.7328 -3.1142 -0.6059 6.2566
C 0.1650 -0.2987 0.4335 0.9998 0.5943 0.7135
C 1.4451 0.2759 -0.0647 1.6494 0.0919 -1.5587
C -0.0048 -1.5593 0.8388 -1.4263 0.9498 1.6296
Cl 1.3419 -2.6276 0.8466 -0.3141 -0.3388 -0.0121
H -2.5463 3.2952 -2.1572 1.2689 -2.5227 0.9534
H -1.6264 1.7238 -3.1308 -0.2577 2.9938 2.1914
H -1.0244 3.4512 -2.6296 1.7378 0.3043 -0.6304
H -2.4011 1.9258 0.4130 2.8707 0.1943 -1.1995
H -1.3595 0.7359 1.7100 2.5325 -1.1770 -3.0891
H 1.4877 -0.1809 -1.2220 0.8229 1.4178 3.0653
H 2.3571 -0.0964 0.7248 -2.3355 1.0674 -2.6722
H 1.3247 1.4677 -0.1214 0.6741 -3.0028 0.0373
H -0.8938 -1.7168 1.5437 1.3677 -0.5448 -1.3688
```
Positions in Å, forces in eV/Å.

Output
SMILES string	C/N=C/N/C(C)=C/Cl
maximum force	7.01	eV/Å
calculated total energy	-765.460788	Ha
multiplicity	1
relative energy (zero: lowest compared OMol25 entry of this formula, charge and spin)	106.2	kcal/mol

=====

Entry 2:
Entry from OMol25: a structure of composition C36H28N8O2Pt at a distorted geometry (wB97M-V/def2-TZVPD).

```
75
Properties=species:S:1:pos:R:3:forces:R:3
Pt -1.0211 -1.6487 -2.5600 -0.1785 -0.5288 0.6513
C 3.8306 3.1122 6.1860 0.1516 0.6795 -1.5931
O 2.9263 2.5322 7.0796 0.9506 0.3869 0.9702
C 1.9361 1.7913 6.5762 -0.3862 0.3595 0.2118
C 1.2461 2.1543 5.4509 0.1854 0.1891 -0.6492
C 0.3349 1.3150 4.8862 -1.6983 0.2726 -1.4552
C -0.0409 0.1310 5.5132 0.6692 -0.5373 0.4293
C 0.7172 -0.2307 6.6861 -2.1272 0.2259 -1.2552
C 1.5798 0.6432 7.2464 0.7456 -1.0769 -0.4029
N -1.0346 -0.6649 5.0450 0.1470 -0.7570 0.7070
N -1.6855 -0.3227 3.9612 -0.0725 0.9718 0.8780
C -1.4377 -0.9010 2.8268 0.6032 -0.7981 -1.0321
C -0.4958 -1.9568 2.6612 -0.6678 -0.1123 -0.6594
C -0.2834 -2.5830 1.4381 0.0860 1.1164 -0.3226
C -0.9957 -2.2012 0.2842 -1.2926 0.1360 1.8585
O -0.8322 -2.7668 -0.8569 0.3867 -0.0463 -1.2126
C -2.1673 -1.3035 0.5274 0.3475 -0.9060 -1.6911
N -3.1122 -1.2729 -0.4707 -0.0267 1.2870 0.9711
C -4.0643 -0.3552 -0.2981 0.7695 -0.4818 0.5494
C -4.1529 0.5420 0.7735 0.9400 -0.2451 -0.4560
C -3.2195 0.4655 1.7692 -0.2294 1.2246 0.5531
C -2.2584 -0.5395 1.6797 0.1992 -0.1719 1.0377
H 4.8238 3.1135 6.5860 0.5776 -0.5714 0.5547
H 3.6598 4.1894 6.0419 -0.5376 -0.2283 -0.2019
H 3.8510 2.5949 5.1866 -0.1358 0.4481 0.9379
H 1.4248 3.0814 4.9687 0.4063 0.7623 -0.3104
H -0.2153 1.5929 3.9459 0.6726 -0.1715 1.0887
H 0.5680 -1.1755 7.1522 -0.3258 -0.6224 0.1875
H 2.1555 0.2150 8.0243 0.6544 0.3675 1.0107
H -0.0637 -2.4019 3.5265 0.5127 0.1239 0.6047
H 0.5545 -3.2568 1.3618 -0.1092 -0.4239 -0.1855
H -4.8186 -0.2544 -1.0309 -0.6794 -0.2878 -1.0289
H -4.8409 1.3462 0.7023 -0.7002 0.4601 0.1559
H -3.1970 1.2528 2.5706 0.0149 -1.2588 -0.6351
N -1.1781 0.1740 -6.2177 -1.7299 -0.0597 -2.3431
C -0.6459 0.1641 -5.0458 1.5998 0.3543 1.6432
N -1.2522 -0.7179 -4.3020 -0.4566 -1.1981 -0.3228
C -2.1838 -1.2604 -5.1498 -1.1973 0.7291 0.1672
N -2.2403 -0.6865 -6.3351 1.3122 -0.1679 0.7633
C -3.1728 -2.1732 -4.5775 0.6406 -1.0722 0.6451
C -4.3850 -2.4857 -5.1358 -1.5183 -0.3788 -1.0571
N -5.2899 -3.2630 -4.5328 0.5565 0.7273 -0.6942
C -4.9827 -3.7063 -3.3210 -1.2645 -0.0141 -0.7346
C -3.7838 -3.4620 -2.7398 2.2135 1.1405 0.5604
N -2.8284 -2.7191 -3.4038 -1.2080 -0.1656 1.5429
H -0.8980 0.7130 -7.0044 0.0702 0.3920 -0.4593
H 0.2016 0.7505 -4.7572 0.2044 0.1701 0.1587
H -4.6792 -2.1062 -6.1199 0.2492 -0.0005 0.3576
H -5.8087 -4.2058 -2.8399 0.2375 -0.3402 0.4109
H -3.6200 -3.7521 -1.6860 0.4894 0.1996 -0.8890
C 5.4202 1.0726 -3.2845 1.0252 0.6569 -0.1921
C 4.3248 1.9130 -3.1150 0.2337 0.1127 0.0423
C 3.0979 1.3259 -2.8867 -0.6746 -0.1208 -0.2436
C 2.9423 -0.0756 -2.8486 0.4651 0.6464 -0.1921
C 4.0758 -0.8844 -2.9380 0.5139 1.6234 0.1866
C 5.3119 -0.2926 -3.1243 1.2086 -1.3959 -0.3488
C 1.6525 -0.7616 -2.8999 1.5070 -1.3115 -0.4260
C 0.5984 -0.5603 -2.1348 -1.6602 0.0443 0.0123
C 0.4749 0.5221 -1.1220 1.4373 -0.9313 0.3444
C 1.3613 0.5653 -0.0258 -0.1192 -0.1534 0.1741
C 1.2927 1.5450 0.9725 0.4651 -0.7120 -0.6910
C 0.4253 2.5877 0.8021 -1.1402 1.1522 0.4863
C -0.4588 2.5134 -0.2755 -0.8446 2.4897 0.2087
C -0.4695 1.5156 -1.2015 -0.7837 0.0271 0.0441
H 6.3835 1.4743 -3.5994 -0.1579 0.0783 0.3375
H 4.3985 3.0165 -3.1660 0.0986 -0.8634 -0.1058
H 2.2345 1.9966 -2.8639 0.0263 -0.4523 0.2353
H 4.0666 -1.9359 -2.8572 -0.5323 -1.0655 0.0195
H 6.2119 -0.9952 -3.2150 -1.2474 1.3585 0.0822
H 1.8082 -1.6665 -3.5563 -1.0351 0.8697 0.6483
H 2.1227 -0.1967 0.1006 -0.1626 -0.1404 -0.2432
H 1.9543 1.4719 1.8216 0.0916 0.0798 0.0957
H 0.3448 3.4358 1.5285 0.1639 -0.8974 -0.7447
H -1.1802 3.3399 -0.5098 0.6776 -0.6906 0.7924
H -1.3186 1.5728 -1.8737 0.3921 -0.5061 -0.5378
```
Positions in Å, forces in eV/Å.

Output
maximum force	2.91	eV/Å
calculated total energy	-2096.339644	Ha
multiplicity	3
relative energy (zero: lowest compared OMol25 entry of this formula, charge and spin)	26.0	kcal/mol

=====

Entry 3:
Entry from OMol25: an isolated molecule of CH3PSi at a distorted geometry (wB97M-V/def2-TZVPD).

```
6
Properties=species:S:1:pos:R:3:forces:R:3
C 1.1122 -0.8897 0.0119 -0.2099 1.4238 -0.0687
P 2.3284 0.2279 -0.0258 -1.4479 1.0923 0.2998
Si -0.0777 0.5066 0.0091 2.2979 -0.0264 0.9236
H 1.2544 -1.8710 -0.2628 -0.3009 -2.3436 -0.0670
H -0.4666 0.8387 -1.3720 -0.5801 0.3345 0.3593
H -0.6611 1.0541 1.3459 0.2408 -0.4806 -1.4470
```
Positions in Å, forces in eV/Å.

Output
SMILES string	C1=P[SiH2]1
maximum force	2.48	eV/Å
calculated total energy	-670.645976	Ha
multiplicity	1
relative energy (zero: lowest compared OMol25 entry of this formula, charge and spin)	10.6	kcal/mol

=====

Entry 4:
Entry from OMol25: a structure of composition C3H15N2O2 at a distorted geometry (wB97M-V/def2-TZVPD).

```
22
Properties=species:S:1:pos:R:3:forces:R:3
C -1.5023 -0.3921 0.4593 -0.0737 -0.6901 -0.1487
N -1.5106 0.3938 -0.7477 0.2544 1.3484 1.4888
C -0.8091 -1.7743 0.3408 0.1054 -0.7065 -0.3983
N 0.6463 -1.7314 0.1774 -0.5473 2.2241 0.6763
C 1.5266 -1.6023 1.3108 -0.0063 -1.3583 -0.2822
H -2.5274 -0.5668 0.7753 -0.0964 -0.1267 0.0327
H -1.0311 0.2262 1.2477 0.0862 0.2378 -0.1890
H -2.2931 1.0556 -0.8269 -0.1976 -0.3741 -0.4095
H -0.6046 0.8201 -1.0534 0.0081 -0.5176 -0.6330
H -1.2455 -2.2844 -0.5245 0.1821 -0.0485 -0.0235
H -1.0284 -2.3872 1.2103 -0.1113 0.1769 0.2065
H 0.9535 -1.1460 -0.6042 0.2601 -0.5981 -0.4554
H -3.7152 5.9532 -6.2239 0.0007 0.0017 -0.0019
H 1.3486 -0.6308 1.7859 -0.0876 0.2925 0.0382
H 2.5500 -1.6647 0.9755 0.3506 0.1924 -0.1215
H 1.3377 -2.4041 2.0207 -0.1806 0.0356 0.2285
H 1.0658 1.5803 -0.0012 0.2227 0.1930 0.4406
H 1.5831 1.6709 -1.8212 0.0493 0.0793 0.1876
O 1.1258 1.0807 -1.1871 -0.0838 -0.2705 -0.5815
H -3.0884 6.1365 -6.5750 -0.0003 -0.0028 0.0031
H 1.3456 2.7074 1.1958 -0.1768 -0.5275 -0.1430
O 0.9783 1.8100 1.0252 0.0423 0.4390 0.0851
```
Positions in Å, forces in eV/Å.

Output
maximum force	2.39	eV/Å
calculated total energy	-382.354162	Ha
multiplicity	2
net charge	+2
relative energy (zero: lowest compared OMol25 entry of this formula, charge and spin)	135.8	kcal/mol